No. 1
Formula: C50H16CaF15GeN8S
Source: the OMol25 dataset
Level of theory: ωB97M-V with the def2-TZVPD basis set

XYZ file:
```
92
Properties=species:S:1:pos:R:3:mulliken_charge:R:1
Ca -0.0960 0.2749 -0.4503 1.216
C 0.8627 4.6620 3.7343 -0.909
C 0.7485 5.4259 2.5735 -0.734
C 0.3761 4.8168 1.3859 -0.798
C 0.1512 3.4569 1.4106 1.366
C -0.3787 2.5466 0.3904 -0.117
N 0.2685 2.4395 -0.8565 -1.283
C 1.6173 2.2981 -0.2436 -0.153
C 2.6640 3.2061 0.0842 0.712
C 3.0886 4.4381 -0.4509 -0.646
C 4.0785 5.1357 0.1938 -0.506
C 4.6579 4.6397 1.3944 -0.529
C 4.2449 3.4553 1.9493 -0.419
C 3.2449 2.7044 1.2925 0.505
C 2.5052 1.5410 1.6567 -0.691
N 2.4705 1.0385 2.9780 -0.486
C 1.5491 0.7288 3.8029 -0.676
N 0.0599 0.6808 3.7381 0.903
C -0.4605 0.1762 4.8947 0.203
N -1.5460 -0.5596 5.1039 -0.750
C -1.8992 -1.0623 3.8776 0.168
N -2.0416 -0.3059 2.8315 -0.628
C -1.0646 -0.9254 2.0097 0.487
N -0.0259 -0.2465 1.6865 -0.602
C -0.2894 1.2250 2.2199 2.356
N -1.1610 1.5971 0.9635 -1.410
C 0.3205 2.6734 2.5157 0.546
C 0.6353 3.2903 3.7276 -0.802
C -1.0679 -2.4130 2.2358 0.480
C -0.5786 -3.5129 1.5719 -0.394
C -0.6697 -4.7435 2.2273 -0.759
C -1.1820 -4.8351 3.5169 -0.473
C -1.6332 -3.6991 4.1949 -0.767
C -1.5990 -2.5038 3.5146 -0.049
C 0.6312 0.2391 5.9037 -0.022
C 0.6014 -0.0362 7.2594 -0.661
C 1.8054 -0.0193 7.9494 -0.524
C 3.0065 0.2271 7.2764 -0.656
C 3.0265 0.4630 5.9100 -0.415
C 1.8180 0.4783 5.2354 1.132
N 1.6728 1.2575 0.6269 -0.537
H 1.1233 5.1413 4.6707 0.453
H 0.9292 6.4931 2.6058 0.390
H 0.2485 5.3761 0.4672 0.445
H 2.6324 4.8268 -1.3553 0.521
H 4.4235 6.0803 -0.2118 0.400
H 5.4344 5.2180 1.8822 0.376
H 4.6725 3.0924 2.8776 0.456
H 0.7055 2.7617 4.6673 0.329
H -0.1655 -3.4347 0.5749 0.585
H -0.3303 -5.6403 1.7232 0.417
H -1.2176 -5.8002 4.0075 0.382
H -2.0070 -3.7594 5.2098 0.479
H -0.3368 -0.2582 7.7523 0.491
H 1.8201 -0.2114 9.0147 0.398
H 3.9363 0.2280 7.8330 0.409
H 3.9487 0.6342 5.3676 0.534
F -0.3708 -4.3351 -3.1939 -0.325
C -1.4626 -4.4444 -3.9624 0.324
C -2.2009 -3.3254 -4.3314 -0.476
C -3.2694 -3.5680 -5.1737 0.575
F -4.0291 -2.5694 -5.6518 -0.298
C -3.6174 -4.8359 -5.5988 0.011
F -4.6607 -5.0238 -6.4134 -0.304
C -2.8708 -5.9187 -5.1894 0.767
F -3.1958 -7.1473 -5.5950 -0.314
C -1.7772 -5.7252 -4.3719 -0.090
F -1.0380 -6.7721 -3.9953 -0.301
Ge -1.6487 -1.6017 -3.5006 0.733
S -1.7970 -1.6978 -1.3938 -0.513
C 0.1427 -1.4252 -4.3568 -0.349
C 1.3277 -1.1783 -3.6880 0.094
F 1.3726 -1.0016 -2.3517 -0.299
C 2.5544 -1.0976 -4.3139 -0.147
F 3.6644 -0.8598 -3.6225 -0.299
C 2.6188 -1.2741 -5.6785 0.848
F 3.7918 -1.2084 -6.3052 -0.312
C 1.4652 -1.5202 -6.3929 0.059
F 1.5291 -1.6829 -7.7158 -0.308
C 0.2591 -1.5857 -5.7259 0.768
F -0.8289 -1.7944 -6.4842 -0.388
C -2.7655 -0.1709 -4.2726 -0.238
C -4.1388 -0.2752 -4.1000 0.195
F -4.6641 -1.3027 -3.4219 -0.370
C -5.0335 0.6346 -4.6198 0.168
F -6.3496 0.4899 -4.4442 -0.304
C -4.5525 1.7128 -5.3339 0.617
F -5.4026 2.6047 -5.8446 -0.312
C -3.1953 1.8680 -5.5161 0.117
F -2.7386 2.9185 -6.2029 -0.303
C -2.3251 0.9357 -4.9786 0.531
F -1.0223 1.1762 -5.1818 -0.296
```

Output
HOMO-LUMO gap	5.5	eV
net charge	-1
E_tot	-190576.808	eV
E_LUMO	1.5	eV
relative energy (zero: lowest compared OMol25 entry of this formula, charge and spin)	12.718	eV
F_max	3.29	eV Å⁻¹
molecular weight	1158.46	g/mol
highest occupied orbital energy	-3.99	eV

No. 2
Formula: C50H28Cl4F3N5Ru
Source: the OMol25 dataset
Level of theory: ωB97M-V with the def2-TZVPD basis set

XYZ file:
```
91
Properties=species:S:1:pos:R:3:mulliken_charge:R:1
Ru -0.0208 -0.3329 -0.3685 0.437
Cl 8.1784 2.8198 -3.6721 -0.193
C 6.6497 2.3869 -2.9900 0.326
C 5.8652 1.4264 -3.6121 -1.008
C 4.6434 1.0905 -3.0573 -0.101
C 4.1942 1.6895 -1.8786 0.130
C 4.9966 2.6570 -1.2784 -0.382
C 6.2163 3.0123 -1.8290 -1.080
C 2.8918 1.2409 -1.3305 1.044
C 1.8040 1.3019 -2.1984 0.121
C 1.7232 2.1605 -3.3498 -1.073
C 0.4258 2.1871 -3.7529 -1.364
C -0.3019 1.2859 -2.9051 -0.019
C -1.6445 0.9063 -3.0358 1.865
C -2.5208 1.6783 -3.9526 -0.264
C -3.6916 2.2420 -3.4469 0.026
C -4.5216 3.0030 -4.2519 -1.009
C -4.1864 3.1898 -5.5847 0.338
Cl -5.2180 4.1359 -6.6006 -0.195
C -3.0401 2.6189 -6.1169 -1.017
C -2.2111 1.8707 -5.2976 -0.300
C -2.2259 -0.1881 -2.3864 -0.147
N -1.6574 -0.9237 -1.3724 0.326
C -2.4564 -2.0176 -1.1307 0.042
C -2.2300 -2.9486 -0.1149 1.677
C -2.9965 -4.2193 -0.1183 -0.255
C -4.3889 -4.2547 -0.1565 -0.476
C -5.0668 -5.4615 -0.1881 -0.964
C -4.3469 -6.6465 -0.1906 0.332
Cl -5.1906 -8.1548 -0.2404 -0.194
C -2.9598 -6.6378 -0.1461 -0.985
C -2.2938 -5.4259 -0.1039 -0.081
C -1.3191 -2.7585 0.9345 0.246
C -1.2578 -3.5203 2.1458 -1.591
C -0.3517 -2.9179 2.9669 -1.400
C 0.1722 -1.7890 2.2625 0.174
N -0.4371 -1.7140 1.0378 0.418
C 1.2178 -0.9611 2.6849 1.700
C 1.9688 -0.1159 1.8531 0.037
C 3.1324 0.6254 2.2256 -1.250
C 3.6791 1.1394 1.0813 -1.476
C 2.8028 0.8091 0.0074 0.395
N 1.7795 0.0454 0.4953 -0.036
C 1.5683 -1.0366 4.1247 -0.250
C 2.8591 -1.3424 4.5523 -0.242
C 3.1693 -1.3792 5.9005 -1.035
C 2.1809 -1.0980 6.8321 0.325
Cl 2.5670 -1.1157 8.5161 -0.196
C 0.8841 -0.8153 6.4328 -1.220
C 0.5839 -0.7977 5.0826 0.011
C -3.5423 -1.9963 -2.0666 -1.257
C -3.4277 -0.8566 -2.8041 -1.464
N 0.5497 0.7864 -1.9633 0.001
H 6.2109 0.9455 -4.5156 0.434
H 4.0423 0.3238 -3.5292 0.493
H 4.6518 3.1993 -0.4060 0.602
H 6.8263 3.7778 -1.3717 0.428
H 2.5434 2.7195 -3.7652 0.585
H 0.0174 2.7733 -4.5556 0.706
H -3.9441 2.1025 -2.4032 0.463
H -5.4210 3.4496 -3.8529 0.429
H -2.8070 2.7531 -7.1633 0.415
H -1.3449 1.3867 -5.7283 0.663
H -4.9586 -3.3364 -0.0992 0.644
H -6.1470 -5.4873 -0.2014 0.419
H -2.4124 -7.5690 -0.1488 0.427
H -1.2114 -5.4163 -0.0945 0.512
H -1.8521 -4.3907 2.3604 0.603
H -0.0583 -3.2279 3.9543 0.611
H 3.5028 0.7589 3.2264 0.723
H 4.5850 1.7157 1.0229 0.683
H 3.6192 -1.5980 3.8266 0.614
H 4.1654 -1.6328 6.2324 0.447
H 0.1239 -0.6133 7.1732 0.427
H -0.4280 -0.5830 4.7660 0.586
H -4.2984 -2.7531 -2.1764 0.673
H -4.0775 -0.5292 -3.5968 0.564
F 1.1143 2.8369 4.8075 -0.216
C 0.1752 3.5604 4.1779 0.694
F 0.6846 4.7697 3.9349 -0.274
F -0.8583 3.6999 5.0134 -0.267
C -0.2392 2.8611 2.9044 0.465
C 0.3225 3.2181 1.6882 -1.106
C -0.0086 2.4734 0.5750 -0.295
N -0.8427 1.4235 0.6304 0.120
C -1.4204 1.1216 1.8047 -0.390
C -1.1535 1.8201 2.9639 -0.727
H 1.0180 4.0398 1.6078 0.548
H 0.4157 2.6983 -0.3944 0.666
H -2.1013 0.2815 1.7974 0.588
H -1.6323 1.5434 3.8906 0.602
```

Output
HOMO-LUMO gap (alpha / beta)	5.4 / 5.0	eV
2S+1	2
net charge	+1
⟨S²⟩	0.778
E_tot	-120576.092	eV
E_LUMO (alpha / beta)	-4.4 / -4.8	eV
F_max	1.49	eV Å⁻¹
molecular weight	998.68	g/mol
highest occupied orbital energy (alpha / beta)	-9.83 / -9.85	eV